[1]
Here is the molecule C5H10O from OMol25. Energies are from ωB97M-V with the def2-TZVPD basis set.

Atoms and positions in Å:
C: -0.261 2.658 0.460
O: -0.381 1.289 0.860
C: 0.684 0.545 0.676
C: -0.361 -1.159 -1.403
C: 0.479 -1.744 -0.257
C: 0.315 -0.878 1.014
H: -0.816 2.775 -0.470
H: 0.792 2.885 0.310
H: -0.707 3.287 1.229
H: -0.111 -0.090 -1.568
H: -1.421 -1.157 -1.135
H: -0.234 -1.664 -2.362
H: 1.544 -1.812 -0.515
H: 0.160 -2.774 -0.041
H: -0.708 -0.982 1.408
H: 1.026 -1.180 1.796

Output
Energy relative to the best compared isomer or geometry (same formula, charge and spin), eV: 2.930
Frontier orbital gap, eV: 9.4
Calculated total energy, eV: -7391.835

Löwdin atomic charge list, values in e, 2 entries:
1. C -0.07
2. O -0.14

---

[2]
Here is the molecule C5H10O in a non-equilibrium geometry from OMol25. Energies are from ωB97M-V with the def2-TZVPD basis set.

Atoms and positions in Å:
C: 2.048 -0.325 0.547
C: 1.344 0.307 -0.818
C: 0.066 -0.387 -0.479
O: -0.161 -1.565 -0.700
C: -1.060 0.600 -0.088
C: -2.321 -0.124 0.355
H: 2.262 -1.376 0.373
H: 3.004 0.188 0.630
H: 1.573 -0.186 1.515
H: 1.318 1.389 -0.707
H: 1.786 -0.089 -1.732
H: -1.255 1.222 -0.964
H: -0.693 1.262 0.700
H: -2.670 -0.783 -0.437
H: -2.129 -0.726 1.240
H: -3.112 0.593 0.566

Output
Structure (SMILES): CCC(=O)CC
Energy relative to the best compared isomer or geometry (same formula, charge and spin), eV: 0.779
Frontier orbital gap, eV: 10.3
Calculated total energy, eV: -7393.986

Löwdin atomic charge list, values in e, 2 entries:
1. C -0.06
2. C -0.10

---

[3]
Here is the molecule C5H10O from OMol25. Energies are from ωB97M-V with the def2-TZVPD basis set.

Atoms and positions in Å:
C: -0.844 -0.322 -1.798
C: 0.444 -0.045 -1.023
C: 0.311 0.312 0.464
C: -0.968 0.019 1.232
C: 1.497 0.229 1.311
O: 1.056 1.484 0.819
H: -1.503 0.553 -1.845
H: -1.412 -1.151 -1.364
H: -0.600 -0.603 -2.829
H: 0.983 0.781 -1.504
H: 1.099 -0.921 -1.107
H: -1.849 -0.096 0.600
H: -0.817 -0.923 1.773
H: -1.153 0.797 1.980
H: 2.401 -0.222 0.904
H: 1.355 0.109 2.388

Output
Structure (SMILES): CC[C@@]1(C)CO1
Energy relative to the best compared isomer or geometry (same formula, charge and spin), eV: 1.426
Frontier orbital gap, eV: 11.1
Calculated total energy, eV: -7393.340

Löwdin atomic charge list, values in e, 2 entries:
1. C -0.11
2. C -0.17

---

[4]
Here is C5H10O as an isolated structure from OMol25. Energies are from ωB97M-V with the def2-TZVPD basis set.

Atoms and positions in Å:
C: -1.064 -1.072 -1.147
C: -0.196 -0.273 -0.234
O: -0.455 -1.257 1.407
C: -0.334 1.196 0.130
C: 1.213 1.253 0.284
C: 1.220 -0.250 -0.022
H: -0.961 -0.675 -2.166
H: -2.116 -1.015 -0.857
H: -0.754 -2.119 -1.150
H: -0.832 -0.724 2.126
H: -0.716 1.785 -0.714
H: -0.938 1.425 1.013
H: 1.584 1.555 1.270
H: 1.681 1.897 -0.470
H: 0.699 -0.905 1.101
H: 1.969 -0.820 -0.570

Output
Energy relative to the best compared isomer or geometry (same formula, charge and spin), eV: 3.877
Frontier orbital gap, eV: 9.1
Calculated total energy, eV: -7390.888

Löwdin atomic charge list, values in e, 2 entries:
1. C -0.03
2. C -0.34

---

[5]
Here is the molecule C5H10O in a non-equilibrium geometry from OMol25. Energies are from ωB97M-V with the def2-TZVPD basis set.

Atoms and positions in Å:
C: 1.499 -0.831 -0.237
C: 0.471 -0.118 0.631
C: 0.211 1.333 0.431
C: -0.998 0.993 -0.555
C: -1.002 -0.438 0.130
O: -1.152 -1.548 -0.739
H: 1.646 -1.832 0.192
H: 1.215 -0.971 -1.283
H: 2.452 -0.293 -0.177
H: 1.102 0.094 1.581
H: -0.229 1.814 1.307
H: 1.327 1.612 0.673
H: -1.943 1.563 -0.459
H: -0.775 0.896 -1.620
H: -1.733 -0.501 0.941
H: -2.091 -1.775 -0.816

Output
Structure (SMILES): C[C@H]1CC[C@H]1O
Energy relative to the best compared isomer or geometry (same formula, charge and spin), eV: 3.436
Frontier orbital gap, eV: 10.1
Calculated total energy, eV: -7391.330

Löwdin atomic charge list, values in e, 2 entries:
1. C -0.08
2. C -0.37

---

[6]
Here is the molecule C5H10O from OMol25. Energies are from ωB97M-V with the def2-TZVPD basis set.

Atoms and positions in Å:
C: 2.085 1.451 0.573
C: 1.051 0.628 -0.195
C: -1.106 -1.016 -0.872
C: -2.032 -2.187 -0.643
C: -0.342 0.870 0.360
O: -1.251 -0.243 0.177
H: 2.096 1.163 1.632
H: 1.871 2.526 0.531
H: 3.096 1.304 0.179
H: 1.244 -0.445 -0.092
H: 1.071 0.838 -1.268
H: -2.571 -2.474 -1.553
H: -1.361 -3.029 -0.415
H: -2.730 -2.067 0.195
H: -0.794 1.779 -0.051
H: -0.295 0.982 1.448

Output
Energy relative to the best compared isomer or geometry (same formula, charge and spin), eV: 2.866
Frontier orbital gap, eV: 9.3
Calculated total energy, eV: -7391.899

Löwdin atomic charge list, values in e, 2 entries:
1. C -0.11
2. C -0.26

---

Number 1: LUMO energy 1.085 eV. Number 2: LUMO energy 0.953 eV. Number 3: LUMO energy 1.023 eV. Number 4: LUMO energy 0.943 eV. Number 5: LUMO energy 0.846 eV. Number 6: LUMO energy 1.067 eV.